1.
Entry from OMol25: a structure of composition C41H106CaN12O17 in a non-equilibrium geometry (ωB97M-V/def2-TZVPD).

Output
HOMO, eV: -8.1
Orbital gap, eV: 8.07
Total energy, Ha: -4239.450098
Net charge: 0

Geometry as XYZ:
```
177
C41H106CaN12O17 ωB97M-V/def2-TZVPD
Ca -0.53 -2.28 2.81
O -0.95 -1.55 0.77
C -0.38 -0.29 0.53
C 0.86 -0.07 1.35
O 0.84 -0.46 2.75
H -1.05 0.58 0.54
H 0.01 -0.24 -0.53
H 0.90 1.01 1.47
H 1.68 -0.47 0.76
C -1.93 0.21 4.67
O -2.20 -0.78 3.92
N -2.77 0.71 5.73
N -0.82 0.97 4.44
H -3.50 0.10 6.02
H -2.19 0.98 6.52
H -0.56 1.80 4.99
H -0.14 0.57 3.74
C 4.10 0.26 2.97
O 5.29 0.57 2.89
N 3.08 1.22 2.99
N 3.60 -1.01 3.13
H 3.29 2.18 2.94
H 2.18 0.94 3.37
H 2.55 -1.09 3.06
H 4.21 -1.83 3.18
C 1.18 -4.42 0.97
O 0.71 -4.13 2.11
N 1.12 -3.57 -0.05
N 1.95 -5.59 0.68
H 0.38 -2.83 0.01
H 1.47 -3.87 -0.96
H 1.96 -5.83 -0.30
H 2.14 -6.28 1.37
C -0.45 3.79 2.10
O -0.52 4.78 1.11
C -0.23 6.05 1.60
C -0.70 7.06 0.55
N -2.13 7.20 0.46
C -2.65 8.31 -0.33
C -4.15 8.41 -0.35
O -4.49 9.66 -0.89
C -5.88 9.81 -0.90
H -0.73 2.86 1.60
H -1.21 3.93 2.86
H 0.49 3.71 2.63
H 0.84 6.17 1.77
H -0.79 6.19 2.55
H -0.24 6.77 -0.42
H -0.22 8.03 0.83
H -2.56 6.30 0.24
H -2.30 8.23 -1.39
H -2.28 9.27 0.05
H -4.53 8.29 0.67
H -4.59 7.58 -0.91
H -6.02 10.86 -1.19
H -6.33 9.54 0.07
H -6.36 9.16 -1.63
C -0.28 -2.77 -2.88
O 0.71 -3.71 -2.96
C 1.82 -3.30 -3.74
C 2.85 -4.43 -3.94
N 4.12 -4.00 -4.53
C 4.98 -3.13 -3.68
C 5.99 -3.85 -2.80
O 5.43 -4.70 -1.82
C 4.93 -4.10 -0.68
H 0.07 -1.72 -2.94
H -0.77 -2.80 -1.89
H -1.06 -2.87 -3.66
H 2.26 -2.41 -3.26
H 1.43 -2.93 -4.71
H 2.41 -5.16 -4.62
H 2.99 -4.93 -2.99
H 3.86 -3.48 -5.35
H 4.37 -2.51 -2.98
H 5.59 -2.54 -4.34
H 6.56 -3.03 -2.33
H 6.72 -4.46 -3.37
H 4.54 -4.81 0.09
H 4.06 -3.49 -0.90
H 5.67 -3.44 -0.22
C -4.61 4.20 1.39
O -4.07 4.82 0.22
C -4.43 4.10 -0.94
C -3.45 4.46 -2.06
N -2.03 4.29 -1.69
C -1.62 2.88 -1.65
C -1.17 2.37 -3.05
O -2.26 2.12 -3.94
C -1.90 1.43 -5.09
H -4.33 3.13 1.50
H -5.73 4.23 1.40
H -4.41 4.82 2.26
H -5.49 4.30 -1.17
H -4.29 3.02 -0.83
H -3.54 5.49 -2.40
H -3.70 3.88 -2.96
H -1.93 4.74 -0.75
H -2.44 2.21 -1.41
H -0.81 2.89 -0.92
H -0.54 1.47 -2.89
H -0.52 3.12 -3.52
H -1.49 0.46 -4.86
H -1.19 2.02 -5.65
H -2.79 1.33 -5.74
C 8.73 -1.09 -5.13
O 8.66 -0.23 -3.97
C 9.12 -0.80 -2.76
C 8.98 0.17 -1.56
N 7.58 0.34 -1.11
C 7.05 -0.79 -0.37
C 5.60 -0.64 -0.33
O 5.08 -0.51 -1.61
C 3.71 -0.27 -1.66
H 8.22 -2.03 -5.01
H 9.79 -1.32 -5.25
H 8.48 -0.46 -5.97
H 10.18 -1.03 -2.95
H 8.63 -1.72 -2.45
H 9.36 1.17 -1.85
H 9.61 -0.23 -0.74
H 7.09 0.42 -2.00
H 7.43 -0.77 0.64
H 7.21 -1.80 -0.82
H 5.25 0.24 0.25
H 5.15 -1.53 0.17
H 3.53 0.71 -1.26
H 3.16 -0.99 -1.09
H 3.48 -0.29 -2.73
C 1.58 -3.32 5.35
O 0.21 -3.17 5.12
C -0.50 -4.32 5.59
C -1.97 -4.01 5.23
N -2.08 -4.05 3.81
C -3.44 -4.02 3.29
C -3.33 -3.78 1.80
O -2.54 -4.75 1.22
C -2.32 -4.59 -0.13
H 2.13 -2.40 5.02
H 1.99 -4.22 4.83
H 1.71 -3.39 6.42
H -0.41 -4.31 6.67
H -0.13 -5.28 5.18
H -2.29 -3.01 5.52
H -2.63 -4.69 5.74
H -1.55 -4.86 3.53
H -3.91 -3.10 3.67
H -4.02 -4.90 3.57
H -3.05 -2.74 1.58
H -4.31 -3.91 1.33
H -1.63 -5.35 -0.43
H -1.85 -3.62 -0.31
H -3.23 -4.59 -0.76
C -5.82 0.35 3.23
O -5.10 0.84 2.11
C -4.83 -0.23 1.26
C -4.05 0.32 0.09
N -3.73 -0.83 -0.76
C -3.46 -0.63 -2.14
C -3.89 -1.83 -2.99
O -5.28 -2.00 -3.07
C -5.85 -2.73 -2.01
H -5.17 -0.20 3.99
H -6.65 -0.33 2.91
H -6.32 1.16 3.80
H -5.72 -0.78 1.00
H -4.21 -0.90 1.84
H -3.24 0.94 0.56
H -4.68 0.94 -0.55
H -2.99 -1.37 -0.37
H -2.43 -0.37 -2.50
H -4.10 0.18 -2.50
H -3.35 -2.70 -2.62
H -3.50 -1.72 -4.00
H -5.31 -3.72 -1.95
H -6.88 -2.97 -2.27
H -5.91 -2.29 -1.02
```

Here are the Mulliken charges for atoms 1 to 99, given in e: Ca 0.863; O 2.119; C 1.303; C -0.643; O -0.824; H -1.298; H -0.299; H 0.501; H -0.439; C 0.127; O -0.087; N -0.554; N -0.072; H 0.281; H 0.228; H 0.256; H -0.244; C 0.272; O -0.694; N -0.189; N -0.119; H 0.170; H 0.234; H -0.103; H 0.220; C -0.091; O -0.522; N 0.957; N -0.348; H -0.935; H 0.053; H 0.146; H 0.216; C -0.670; O 0.002; C -0.731; C -0.575; N 0.048; C -0.644; C -0.197; O -0.363; C -0.703; H -0.174; H 0.492; H 0.400; H 0.354; H 0.392; H 0.284; H 0.482; H -0.180; H 0.236; H 0.346; H 0.308; H 0.174; H 0.259; H 0.288; H 0.289; C -0.113; O -0.424; C 0.256; C -0.846; N -0.412; C 0.214; C 0.065; O -0.471; C -0.231; H 0.327; H -0.466; H 0.365; H -0.181; H 0.499; H 0.351; H 0.214; H 0.303; H -0.514; H 0.596; H -0.348; H 0.400; H 0.317; H -0.095; H 0.350; C -0.836; O -0.117; C 1.054; C -1.081; N -0.106; C 0.700; C -1.041; O -0.237; C -0.674; H 0.148; H 0.283; H 0.377; H 0.537; H -1.136; H 0.373; H 0.431; H -0.179; H -0.590

2.
Entry from OMol25: a cluster of 9 separate species, C41H106N8O17 in total in a non-equilibrium geometry (ωB97M-V/def2-TZVPD).

Output
HOMO, eV: -8.1
SMILES: COCCNCCOC.COCCNCCOC.COCCNCCOC.COCCNCCOC.COCCNCCOC.COCCNCCOC.NC(N)=O.OCCO.OCCO
Orbital gap, eV: 8.25
Total energy, Ha: -3342.208798
Net charge: 0

Geometry as XYZ:
```
172
C41H106N8O17 ωB97M-V/def2-TZVPD
C -0.62 -8.67 -0.97
O -1.20 -9.82 -0.37
C -0.41 -10.50 0.59
C -0.89 -11.99 0.45
N -2.22 -12.27 0.87
C -2.72 -13.49 0.22
C -4.15 -13.81 0.59
O -4.80 -14.81 -0.19
C -4.42 -16.16 0.08
H 0.35 -8.72 -1.48
H -0.48 -7.99 -0.14
H -1.38 -8.47 -1.73
H -0.55 -9.97 1.53
H 0.66 -10.36 0.40
H -0.18 -12.67 0.93
H -0.73 -12.22 -0.60
H -2.73 -11.40 0.83
H -2.02 -14.31 0.31
H -2.66 -13.43 -0.87
H -4.75 -12.91 0.44
H -4.29 -13.84 1.68
H -3.79 -16.26 0.96
H -3.78 -16.49 -0.74
H -5.22 -16.90 -0.03
C -0.61 8.61 -4.77
O -0.32 8.22 -3.36
C -0.01 9.19 -2.39
C -1.09 9.44 -1.41
N -0.78 10.46 -0.39
C -0.40 11.75 -0.89
C -0.11 12.73 0.24
O 0.62 13.94 -0.22
C -0.31 14.88 -0.77
H -0.68 7.84 -5.54
H 0.32 9.09 -5.04
H -1.46 9.27 -4.62
H 0.29 10.11 -2.91
H 0.81 8.73 -1.84
H -1.33 8.53 -0.86
H -2.00 9.63 -1.98
H -0.07 10.05 0.19
H -1.18 12.13 -1.55
H 0.47 11.64 -1.54
H 0.62 12.27 0.91
H -0.90 13.17 0.85
H -0.55 14.41 -1.72
H 0.29 15.78 -0.69
H -1.24 15.01 -0.22
C 5.27 1.34 -5.73
O 5.87 0.74 -6.82
C 7.04 0.04 -6.54
C 8.12 0.82 -5.76
N 8.69 1.76 -6.73
C 9.55 2.81 -6.28
C 10.35 3.41 -7.48
O 9.44 4.23 -8.36
C 9.96 4.58 -9.64
H 4.26 1.62 -6.03
H 5.84 2.14 -5.24
H 5.14 0.62 -4.92
H 7.62 -0.34 -7.37
H 6.75 -0.87 -6.02
H 8.97 0.15 -5.60
H 7.94 1.29 -4.79
H 7.97 1.89 -7.42
H 10.21 2.39 -5.53
H 8.91 3.56 -5.83
H 10.88 2.64 -8.04
H 11.16 4.05 -7.11
H 10.27 3.75 -10.28
H 10.82 5.25 -9.67
H 9.24 5.18 -10.18
C 3.46 -7.87 5.65
O 4.52 -7.14 6.26
C 4.98 -6.24 5.25
C 5.60 -4.83 5.74
N 4.91 -3.70 5.03
C 5.56 -3.49 3.80
C 4.92 -2.44 2.87
O 5.74 -2.15 1.72
C 6.77 -1.21 1.99
H 3.65 -8.48 4.77
H 2.60 -7.29 5.32
H 3.13 -8.46 6.50
H 4.33 -5.97 4.42
H 5.82 -6.82 4.89
H 6.68 -4.78 5.62
H 5.47 -4.82 6.82
H 3.95 -3.88 4.78
H 5.46 -4.37 3.16
H 6.64 -3.36 3.82
H 4.71 -1.57 3.49
H 3.98 -2.84 2.50
H 6.30 -0.24 2.16
H 7.57 -1.07 1.26
H 7.22 -1.29 2.98
C -7.87 -6.27 -3.44
O -8.66 -5.08 -3.55
C -8.14 -3.89 -2.96
C -8.83 -2.72 -3.68
N -10.31 -2.96 -3.78
C -11.02 -1.96 -4.64
C -12.51 -1.97 -4.41
O -13.15 -3.28 -4.44
C -14.45 -3.32 -4.14
H -7.91 -6.55 -2.39
H -6.85 -6.30 -3.82
H -8.40 -7.02 -4.02
H -7.08 -3.70 -3.15
H -8.30 -3.88 -1.88
H -8.49 -2.71 -4.72
H -8.67 -1.70 -3.33
H -10.46 -3.95 -3.90
H -10.80 -2.19 -5.69
H -10.49 -1.04 -4.41
H -12.97 -1.15 -4.97
H -12.76 -1.74 -3.38
H -15.02 -3.22 -5.07
H -14.80 -2.60 -3.40
H -14.57 -4.32 -3.72
C 3.26 7.55 6.01
O 2.37 6.84 5.08
C 2.21 5.46 5.57
C 1.26 5.35 6.80
N 1.76 5.77 8.08
C 0.78 5.24 9.06
C 1.38 5.51 10.48
O 1.48 7.01 10.76
C 2.70 7.37 11.45
H 3.43 8.46 5.44
H 4.22 7.17 6.35
H 2.73 8.05 6.82
H 3.19 5.04 5.81
H 1.91 4.88 4.71
H 1.00 4.29 6.84
H 0.34 5.88 6.56
H 1.89 6.74 8.29
H 0.61 4.16 8.99
H -0.15 5.79 8.93
H 2.40 5.15 10.59
H 0.77 5.19 11.32
H 2.47 7.86 12.40
H 3.21 8.05 10.77
H 3.26 6.46 11.67
N -0.19 1.55 -0.85
C -0.75 0.40 -0.54
N -1.41 -0.03 -1.50
O -0.63 -0.17 0.49
H -0.36 1.93 -1.77
H 0.70 1.85 -0.48
H -1.65 -0.98 -1.25
H -1.79 0.61 -2.18
O -3.98 2.91 -5.51
C -5.19 3.60 -5.65
C -5.58 3.72 -7.05
O -6.93 3.73 -7.22
H -3.19 3.24 -5.94
H -5.96 2.99 -5.18
H -5.39 4.43 -4.98
H -5.12 2.95 -7.66
H -5.11 4.62 -7.44
H -7.19 3.75 -8.15
O 0.34 -3.73 6.18
C -0.15 -3.09 7.35
C 0.13 -1.62 7.20
O 1.47 -1.29 7.67
H -0.22 -4.47 5.94
H -1.24 -3.06 7.43
H 0.27 -3.59 8.22
H -0.46 -1.04 7.91
H -0.15 -1.33 6.19
H 2.15 -1.77 7.19
```

Here are the Mulliken charges for atoms 1 to 99, given in e: C -0.748; O -0.293; C -0.704; C -0.561; N -0.370; C -0.443; C -0.620; O -0.406; C -0.737; H 0.293; H 0.308; H 0.233; H 0.344; H 0.455; H 0.401; H 0.278; H 0.290; H 0.316; H 0.354; H 0.306; H 0.425; H 0.321; H 0.274; H 0.282; C -0.633; O -0.390; C -0.319; C -0.640; N -0.342; C -0.377; C -0.559; O -0.398; C -0.648; H 0.253; H 0.270; H 0.261; H 0.373; H 0.196; H 0.297; H 0.308; H 0.300; H 0.286; H 0.297; H 0.224; H 0.431; H 0.274; H 0.233; H 0.303; C -0.702; O -0.346; C -0.813; C -0.680; N -0.192; C -0.587; C -0.643; O -0.310; C -0.780; H 0.253; H 0.229; H 0.344; H 0.389; H 0.471; H 0.390; H 0.351; H 0.256; H 0.379; H 0.330; H 0.349; H 0.417; H 0.309; H 0.313; H 0.273; C -0.763; O -0.368; C -0.554; C -0.497; N -0.400; C -0.371; C -0.666; O -0.355; C -0.766; H 0.325; H 0.280; H 0.301; H 0.466; H 0.301; H 0.273; H 0.358; H 0.238; H 0.244; H 0.355; H 0.367; H 0.335; H 0.309; H 0.287; H 0.302; C -0.787; O -0.297; C -0.468

Computed relative energy (zero: lowest compared OMol25 entry of this formula, charge and spin), in the same sequence as the records: 0.0, 233.1 kcal/mol.